# C34H68FN2O9

A 10-piece molecular cluster, C34H68FN2O9 overall at a distorted geometry (the ωB97M-V functional and the def2-TZVPD basis, the OMol25 dataset).

Geometry (Å):
C -0.39 -1.05 3.90
C -0.58 -2.13 2.87
C -1.85 -2.91 2.98
N 0.32 -2.25 1.97
C 0.47 -3.57 1.42
C 1.45 -3.38 0.21
C 2.75 -3.08 1.01
C 2.73 -4.20 2.05
F 3.36 -3.95 3.20
N 1.27 -4.54 2.21
H 0.58 -0.59 3.71
H -0.49 -1.45 4.90
H -1.14 -0.29 3.71
H -2.60 -2.25 3.42
H -1.79 -3.78 3.63
H -2.25 -3.21 2.01
H -0.39 -4.08 0.97
H 1.19 -2.54 -0.41
H 1.63 -4.33 -0.29
H 2.78 -2.10 1.48
H 3.63 -3.06 0.39
H 3.29 -4.98 1.55
H 1.09 -4.62 3.21
H 1.23 -5.43 1.71
C 1.68 -1.27 -5.06
C 1.20 -1.73 -3.72
O 1.97 -2.18 -2.89
C -0.27 -1.61 -3.45
H 2.76 -1.41 -5.13
H 1.20 -1.85 -5.85
H 1.45 -0.21 -5.20
H -0.84 -2.21 -4.17
H -0.58 -0.56 -3.52
H -0.49 -1.97 -2.44
C -0.22 3.66 -2.65
C -1.19 2.58 -3.04
O -0.83 1.45 -3.28
C -2.65 2.98 -3.11
H 0.79 3.25 -2.63
H -0.26 4.47 -3.37
H -0.46 4.04 -1.65
H -2.78 3.77 -3.85
H -2.99 3.34 -2.14
H -3.24 2.12 -3.41
C -0.24 8.46 -1.98
C -1.10 7.84 -3.05
O -1.51 6.70 -2.95
C -1.41 8.68 -4.26
H -0.09 7.75 -1.17
H 0.73 8.74 -2.39
H -0.73 9.35 -1.58
H -0.49 8.97 -4.77
H -1.95 9.58 -3.96
H -2.03 8.11 -4.95
C 3.42 -8.76 0.52
C 2.87 -8.56 1.91
O 1.72 -8.23 2.10
C 3.82 -8.80 3.06
H 2.63 -8.56 -0.21
H 4.25 -8.07 0.34
H 3.76 -9.78 0.40
H 4.67 -8.11 2.99
H 4.18 -9.82 3.04
H 3.30 -8.62 4.00
C -4.30 -2.21 -3.56
C -3.83 -1.86 -4.94
O -2.77 -2.27 -5.37
C -4.72 -0.99 -5.78
H -3.56 -2.84 -3.07
H -4.44 -1.30 -2.97
H -5.25 -2.75 -3.61
H -4.88 -0.03 -5.29
H -5.69 -1.48 -5.93
H -4.26 -0.82 -6.75
C -3.40 0.85 5.63
C -4.29 -0.31 5.30
O -3.84 -1.42 5.09
C -5.77 -0.05 5.25
H -2.36 0.52 5.64
H -3.51 1.64 4.87
H -3.64 1.25 6.61
H -5.99 0.69 4.47
H -6.12 0.31 6.21
H -6.30 -0.97 5.00
C -5.46 1.81 -0.11
C -5.60 0.96 1.13
O -6.53 1.08 1.88
C -4.51 -0.06 1.39
H -6.31 2.49 -0.17
H -4.54 2.39 -0.06
H -5.45 1.18 -1.00
H -3.55 0.44 1.50
H -4.46 -0.77 0.56
H -4.73 -0.60 2.31
C 3.22 10.22 0.32
C 2.62 8.84 0.35
O 1.44 8.67 0.55
C 3.55 7.67 0.11
H 2.45 10.96 0.50
H 3.99 10.31 1.09
H 3.67 10.41 -0.66
H 4.33 7.65 0.87
H 4.01 7.75 -0.88
H 2.99 6.74 0.16
C 8.00 -2.15 0.55
C 7.56 -2.59 1.92
O 8.34 -3.00 2.74
C 6.08 -2.50 2.23
H 9.07 -2.26 0.46
H 7.51 -2.76 -0.22
H 7.74 -1.10 0.39
H 5.52 -3.13 1.54
H 5.74 -1.47 2.15
H 5.90 -2.85 3.25

## Properties
HOMO-LUMO gap, eV: 8.749
Strongest force on any atom, eV Å⁻¹: 4.2
Net charge: +1
Molecular weight, g mol⁻¹: 667.92
Calculated total energy, eV: -60478.92182